{"formula": "C17H18O3S", "method": "wB97M-V/def2-TZVPD", "symbols": ["C", "H", "O", "C", "C", "C", "C", "C", "C", "O", "C", "C", "H", "H", "S", "C", "C", "C", "C", "C", "C", "H", "H", "C", "H", "H", "H", "H", "H", "H", "H", "H", "H", "C", "O", "H", "H", "H", "H"], "coordinates": [[-1.06559, -0.70702, -2.80830], [-0.33206, -1.40477, -3.46771], [-1.22138, -1.11339, -1.62945], [-0.28757, -1.38073, -0.75014], [0.99863, -1.26125, -1.21253], [1.96124, -1.35952, -0.10182], [1.64068, -1.88189, 1.28895], [0.40517, -1.98669, 1.35106], [-0.68468, -1.77063, 0.49097], [-1.80470, -2.15155, 1.09997], [-3.13726, -1.45550, 0.60676], [-3.59032, -0.18547, 1.03094], [-3.03795, -0.29756, 2.00808], [-4.55079, -0.14256, 1.24414], [-3.09209, 1.10967, -0.08397], [-1.42312, 1.41763, 0.39177], [-0.60155, 0.96500, 1.46168], [0.67044, 1.38011, 1.56836], [1.47111, 2.18123, 0.38090], [0.60287, 2.46212, -0.56648], [-0.75808, 2.10535, -0.86641], [-1.40034, 2.48312, -1.49430], [1.11113, 3.04036, -1.44799], [2.76110, 2.44646, 0.73012], [2.99270, 3.26304, 1.13482], [3.48355, 1.51819, 0.75262], [3.20673, 2.66123, -0.36275], [1.29392, 1.33279, 2.34743], [-1.19214, 0.60352, 2.35770], [-3.76353, -2.43593, 1.02205], [-3.07967, -1.53788, -0.55199], [0.14268, -2.39638, 2.33097], [2.57044, -1.87251, 1.83816], [3.36677, -1.09285, -0.56101], [4.32612, -1.13179, 0.17714], [3.53204, -0.40335, -1.54643], [1.24304, -0.71934, -2.21978], [-0.64943, 0.29979, -2.58624], [-2.10811, -0.58105, -3.35728]], "mulliken_charge": [-0.99, 0.26, -0.24, 0.89, -0.23, 0.93, -1.53, -0.03, 0.07, -0.50, -0.36, -0.69, 0.21, 0.63, -0.21, 0.78, -0.33, -0.89, 0.88, -0.37, -1.50, 0.98, 0.10, -1.69, 0.60, 0.22, 0.37, 0.65, 0.29, 0.25, 0.27, 0.27, 0.52, -0.15, -0.50, 0.18, 0.24, 0.49, 0.15], "homo_lumo_gap_ev": 7.6, "smiles": "COc1cc(C=O)ccc1OCCSc1ccc(C)cc1", "lumo_energy_ev": 0.0, "homo_ev": -7.634}